Entry one
{"formula": "C22H28ClN3O3", "method": "ωB97M-V/def2-TZVPD", "smiles": "Cc1oc(-c2ccc(Cl)cc2)nc1CN1CCC(C(=O)NC[C@@H]2CCCO2)CC1", "charge": 0, "symbols": ["C", "C", "C", "N", "C", "C", "C", "C", "C", "C", "C", "H", "H", "Cl", "H", "H", "O", "C", "N", "C", "C", "H", "H", "C", "C", "O", "N", "H", "C", "H", "C", "H", "C", "H", "C", "H", "C", "H", "O", "H", "H", "H", "H", "C", "C", "H", "H", "H", "H", "H", "H", "H", "H", "H", "H", "H", "H"], "xyz": [[2.64645, -3.40232, -1.10720], [3.21037, -2.22308, -0.41121], [2.70986, -1.40744, 0.56846], [3.63896, -0.44970, 0.85193], [4.65188, -0.69597, 0.06888], [5.88530, 0.05280, 0.00282], [6.89819, -0.31107, -0.88449], [8.07153, 0.41448, -0.93803], [8.23495, 1.50881, -0.10186], [7.23701, 1.88411, 0.78694], [6.06613, 1.15680, 0.83752], [5.27363, 1.42451, 1.51738], [7.38257, 2.73808, 1.42971], [9.70288, 2.41751, -0.16702], [8.85779, 0.13700, -1.62254], [6.75842, -1.16423, -1.53027], [4.44794, -1.76792, -0.72888], [1.39413, -1.46717, 1.26860], [0.31808, -1.70808, 0.32074], [0.10172, -0.61818, -0.61439], [-0.58456, 0.60719, 0.00253], [-0.79342, 1.32628, -0.79062], [0.08447, 1.08168, 0.72394], [-1.89021, 0.22472, 0.70709], [-2.98676, -0.13665, -0.29415], [-2.79731, -0.36673, -1.47144], [-4.21501, -0.20357, 0.26859], [-4.36073, 0.13198, 1.20793], [-5.41709, -0.43329, -0.49328], [-6.04384, -1.15463, 0.03842], [-6.20630, 0.87091, -0.68873], [-7.15454, 0.62920, -1.19034], [-5.42111, 1.93824, -1.47809], [-6.05406, 2.37648, -2.24921], [-5.06804, 2.98295, -0.41862], [-4.11610, 2.74119, 0.05553], [-6.21510, 2.80599, 0.57410], [-7.10440, 3.35726, 0.23469], [-6.48462, 1.41984, 0.59689], [-5.97428, 3.11466, 1.59283], [-5.01656, 3.99295, -0.81751], [-4.54070, 1.51102, -1.95174], [-5.12517, -0.84034, -1.46277], [-1.64080, -0.94679, 1.66876], [-0.93540, -2.09417, 0.93420], [-0.74808, -2.92090, 1.62503], [-1.58640, -2.45753, 0.13293], [-2.58211, -1.30761, 2.08763], [-1.01329, -0.60362, 2.49454], [-2.24936, 1.08689, 1.28511], [1.06683, -0.32522, -1.03233], [-0.52513, -1.00124, -1.42231], [1.40468, -2.30391, 1.97613], [1.28887, -0.53734, 1.84668], [2.82087, -3.32478, -2.17857], [3.11748, -4.31923, -0.75218], [1.57949, -3.44086, -0.90871]], "mulliken_charge": [-1.502, 0.366, 0.882, -0.615, 0.423, 0.047, -0.341, -0.678, 0.412, -0.673, -0.323, 0.462, 0.413, -0.217, 0.411, 0.450, -0.400, -0.668, 0.121, -1.069, -1.247, 0.460, 0.392, 0.293, 0.038, -0.660, -0.019, 0.334, -1.188, 0.428, 0.332, 0.404, -0.819, 0.380, -0.206, -0.067, -0.555, 0.304, -0.502, 0.331, 0.441, 0.277, 0.387, -0.954, -1.210, 0.470, 0.486, 0.592, 0.410, 0.579, 0.500, 0.491, 0.513, 0.145, 0.325, 0.336, 0.275]}



Entry two
{"formula": "C22H28ClN3O3", "method": "ωB97M-V/def2-TZVPD", "smiles": "C[C@@H](Cl)Cc1cnc2ccc(-c3ccncc3)cc2n1.COCCOCCOC", "charge": 0, "symbols": ["C", "C", "Cl", "C", "C", "C", "N", "C", "C", "C", "C", "C", "C", "C", "N", "C", "C", "C", "C", "N", "H", "H", "H", "H", "H", "H", "H", "H", "H", "H", "H", "H", "H", "H", "C", "O", "C", "C", "O", "C", "C", "O", "C", "H", "H", "H", "H", "H", "H", "H", "H", "H", "H", "H", "H", "H", "H"], "xyz": [[-2.76296, 7.46226, -2.46807], [-3.85176, 6.37349, -2.92252], [-4.26296, 6.49168, -4.70411], [-3.54501, 4.91615, -2.42325], [-2.27516, 4.23724, -3.09290], [-1.36545, 4.91842, -4.07188], [-0.24888, 4.40241, -4.67365], [-0.05406, 3.11240, -4.18477], [1.17493, 2.37227, -4.69752], [1.51583, 1.01704, -4.25338], [0.63201, 0.27563, -3.24521], [1.04898, -1.13025, -2.77384], [1.70957, -1.40431, -1.44736], [2.07609, -2.80561, -1.18916], [1.88768, -3.92969, -1.94032], [1.28815, -3.72346, -3.15945], [0.88405, -2.37398, -3.58004], [-0.54906, 0.97977, -2.77255], [-0.90484, 2.38078, -3.22481], [-2.04227, 2.95519, -2.66974], [-2.13247, 7.79301, -3.34192], [-3.31230, 8.35797, -2.07058], [-2.11365, 7.07252, -1.62449], [-4.79864, 6.69423, -2.38754], [-4.44774, 4.24781, -2.49464], [-3.28943, 4.96672, -1.31752], [-1.62310, 5.97879, -4.35199], [1.85602, 2.88297, -5.42698], [2.43519, 0.48842, -4.60817], [1.90674, -0.56528, -0.72547], [2.60171, -2.97628, -0.20259], [1.14286, -4.61777, -3.82824], [0.38970, -2.27257, -4.58816], [-1.24063, 0.48101, -2.03449], [-0.30468, -5.87064, 4.35319], [0.68682, -4.95786, 4.78945], [1.86530, -4.96024, 3.99808], [2.32950, -3.54485, 3.67446], [1.47024, -2.79491, 2.81870], [0.19823, -2.40789, 3.33499], [0.23218, -1.42168, 4.49713], [0.72712, -2.03511, 5.68034], [1.63409, -1.23218, 6.41019], [-0.14518, -6.84520, 4.82435], [-1.27765, -5.48427, 4.66345], [-0.31722, -5.97634, 3.26391], [1.72147, -5.51257, 3.06352], [2.64622, -5.46606, 4.57670], [3.27548, -3.63024, 3.13040], [2.56157, -2.98181, 4.57785], [-0.40505, -3.28378, 3.57124], [-0.31035, -1.91174, 2.50234], [-0.78686, -1.07849, 4.70731], [0.84010, -0.55537, 4.21222], [2.27783, -0.63827, 5.75613], [2.26849, -1.89451, 7.00020], [1.08319, -0.57491, 7.09118]], "mulliken_charge": [-1.049, -0.073, -0.161, -0.560, 0.540, -0.081, -0.584, 0.239, -0.475, -0.478, 0.451, 0.123, -0.335, -0.173, -0.573, -0.337, -0.301, -0.393, 0.312, -0.522, 0.308, 0.342, 0.259, 0.399, 0.345, 0.265, 0.097, 0.355, 0.401, 0.375, 0.287, 0.320, 0.311, 0.370, -0.804, -0.286, -0.536, -0.289, -0.404, -0.319, -0.539, -0.280, -0.818, 0.289, 0.242, 0.374, 0.343, 0.380, 0.430, 0.052, 0.082, 0.436, 0.401, 0.329, 0.383, 0.234, 0.297]}



Order of stability, best first: entry one, entry two



Entry one
{"formula": "C4H13N2O2", "method": "ωB97M-V/def2-TZVPD", "charge": -1, "symbols": ["C", "N", "C", "C", "N", "C", "O", "H", "H", "H", "H", "H", "H", "H", "H", "H", "H", "H", "H", "H", "O"], "xyz": [[0.82782, -0.79524, -1.89305], [0.59774, -2.00161, -1.07664], [0.32398, 0.50517, -1.15776], [-0.34590, 1.53400, -2.05228], [-0.61382, 0.22597, -0.08949], [-0.00596, -0.01675, 1.32431], [-0.69379, 0.52699, 2.29666], [0.22264, -0.86845, -2.81374], [1.86972, -0.72483, -2.22206], [1.30448, -1.95527, -0.35817], [-0.34860, -2.02244, -0.75390], [1.28266, 0.85481, -0.72098], [0.32992, 2.09421, -2.69955], [-1.08617, 2.18653, -1.61990], [-0.99052, 0.90219, -2.70592], [-1.38873, 0.84047, 0.09151], [-0.00697, -1.15011, 1.44010], [1.10598, 0.12646, 1.27002], [-1.30800, 0.12818, 5.11081], [-0.59099, -0.13951, 3.81447], [-0.48548, -0.25077, 4.81557]], "mulliken_charge": [-0.930, -0.711, 0.638, -1.422, -0.452, -0.209, -0.908, 0.374, 0.309, 0.305, 0.353, 0.253, 0.293, 0.390, 0.328, 0.236, 0.077, 0.089, 0.250, 0.453, -0.716]}



Entry two
{"formula": "C4H13N2O2", "method": "ωB97M-V/def2-TZVPD", "charge": -1, "symbols": ["C", "N", "C", "O", "C", "N", "C", "H", "H", "H", "H", "H", "H", "H", "H", "H", "H", "H", "H", "H", "O"], "xyz": [[-0.11795, 0.94186, 1.40397], [-0.58768, -0.41516, 1.19197], [-1.96641, -0.42573, 0.62116], [-2.00728, -0.08210, -0.68488], [1.39672, 0.99406, 1.33275], [1.83566, 0.85835, -0.07708], [2.83777, -0.16833, -0.35603], [-0.53351, 1.62290, 0.64465], [-0.46711, 1.33657, 2.36621], [-0.01904, -0.83228, 0.45903], [-2.33908, -1.46258, 0.82145], [-2.57927, 0.24283, 1.27050], [1.72812, 1.97793, 1.66225], [1.84514, 0.24152, 1.98490], [1.00776, 0.72576, -0.64185], [2.44760, -0.95418, -1.00416], [3.73909, 0.30312, -0.74455], [3.14097, -0.66523, 0.57727], [-1.75062, -1.13482, -1.95344], [-0.89799, -0.58014, -3.07459], [-1.43974, -1.35724, -2.88595]], "mulliken_charge": [-0.533, -0.512, -0.541, -0.953, -0.643, -0.445, -0.766, 0.352, 0.377, 0.263, 0.256, 0.355, 0.305, 0.321, 0.334, 0.282, 0.273, 0.268, 0.466, 0.269, -0.726]}



Entry three
{"formula": "C4H13N2O2", "method": "ωB97M-V/def2-TZVPD", "charge": -1, "symbols": ["N", "C", "C", "N", "C", "C", "O", "H", "H", "H", "H", "H", "H", "H", "H", "H", "H", "H", "H", "H", "O"], "xyz": [[-1.34062, 2.92784, -1.78776], [-0.11430, 2.17169, -1.53551], [-0.13664, 0.77962, -0.78113], [0.02264, 1.19769, 0.63303], [0.84033, 0.31623, 1.49427], [0.10201, -1.04897, 1.69719], [0.05948, -1.62024, 0.41150], [-1.57078, 3.50342, -1.08936], [-2.00466, 2.19740, -2.02459], [0.48555, 2.08898, -2.43300], [0.58470, 2.80367, -0.89533], [0.70647, 0.16317, -1.24007], [-0.99578, 0.36718, -1.00116], [-0.88212, 1.56797, 1.13933], [1.12228, 0.63929, 2.41786], [1.76590, 0.19030, 0.82469], [0.43844, -1.72312, 2.52966], [-1.06757, -0.86063, 1.75873], [0.77408, -4.22567, -0.94466], [0.50985, -2.95395, 0.34489], [0.59190, -4.12328, 0.01939]], "mulliken_charge": [-0.537, -0.725, -0.486, -0.319, -0.820, -0.247, -0.780, 0.234, 0.241, 0.285, 0.352, 0.337, 0.350, 0.226, 0.439, 0.235, 0.342, 0.107, 0.205, 0.394, -0.833]}



Order of stability, best first: entry two, entry one, entry three



Entry one
{"formula": "C4H13N2O2", "method": "ωB97M-V/def2-TZVPD", "charge": -1, "symbols": ["C", "N", "C", "C", "N", "C", "O", "H", "H", "H", "H", "H", "H", "H", "H", "H", "H", "H", "H", "H", "O"], "xyz": [[2.20329, -0.03390, -0.87119], [3.03167, -0.69679, 0.26317], [0.66368, -0.32856, -0.40361], [-0.17691, 0.28140, -1.58611], [0.54192, 0.11200, 0.94979], [-0.75164, 0.37174, 1.37084], [-1.68259, -0.75294, 1.25698], [2.38229, 1.06881, -0.99645], [2.50559, -0.63858, -1.80683], [2.43539, -0.49285, 1.04487], [3.89579, -0.21588, 0.45116], [0.40144, -1.43169, -0.45944], [-0.57924, -0.43245, -2.35779], [-1.02952, 0.83008, -1.18193], [0.66662, 0.97423, -2.10443], [0.95213, 1.67077, -2.55228], [-1.32691, 1.09462, 0.74469], [-0.66205, 0.91354, 2.38975], [-4.18654, 0.31064, -0.67652], [-2.35810, -0.33298, 0.52608], [-3.28523, 0.63185, -0.32837]], "mulliken_charge": [-0.697, -0.720, 0.602, -0.315, -0.602, -0.748, -0.575, 0.462, 0.228, 0.340, 0.211, 0.191, 0.277, 0.336, -0.647, 0.417, 0.400, 0.224, 0.111, 0.511, -1.006]}



Entry two
{"formula": "C4H13N2O2", "method": "ωB97M-V/def2-TZVPD", "charge": -1, "symbols": ["N", "C", "C", "C", "O", "C", "N", "H", "H", "H", "H", "H", "H", "H", "H", "H", "H", "H", "H", "H", "O"], "xyz": [[-2.52380, -0.47431, 1.04669], [-1.20597, 0.11382, 0.66014], [0.20926, -0.49511, 1.01449], [1.39127, 0.37963, 0.57606], [1.63377, 0.25074, -0.81579], [-1.24936, 0.60913, -0.84820], [-2.63374, 0.82452, -1.26564], [-1.70468, -1.03214, 0.27170], [-2.44009, -1.01671, 1.90606], [-1.17621, 1.05360, 1.26310], [0.23511, -0.59821, 2.06499], [0.28028, -1.51539, 0.53148], [1.18803, 1.40535, 0.83827], [2.28705, 0.07951, 1.11129], [-0.63888, 1.51439, -0.92495], [-0.80857, -0.16338, -1.52371], [-3.20852, 0.07593, -0.72967], [-2.98204, 1.66946, -0.83247], [4.34168, -1.50276, -0.90269], [2.51389, -0.25724, -0.81298], [3.78430, -0.97682, -0.32705]], "mulliken_charge": [-0.824, -0.137, -0.495, -0.796, -0.569, -0.814, -0.706, 0.474, 0.248, 0.286, 0.407, 0.294, 0.340, 0.421, 0.369, 0.316, 0.388, 0.277, 0.110, 0.469, -1.057]}



Order of stability, best first: entry two, entry one



Entry one
{"formula": "C5H8NOS", "method": "ωB97M-V/def2-TZVPD", "charge": 1, "symbols": ["C", "C", "C", "C", "C", "N", "O", "S", "H", "H", "H", "H", "H", "H", "H", "H"], "xyz": [[-1.19174, -0.53334, 1.16856], [-1.24337, -0.14548, 2.45394], [0.69185, 0.77376, 1.23440], [1.84515, 1.37004, 0.63597], [-0.77359, -0.62162, -1.76448], [-0.13111, -0.03676, 0.51181], [0.16616, -0.14824, -0.83218], [0.02261, 0.95383, 2.75724], [-1.80209, -1.17998, 0.70335], [-2.05117, -0.61856, 2.96603], [2.66994, 1.80620, 1.31374], [2.24185, 0.64982, -0.06994], [1.51427, 2.14405, 0.05144], [-0.39956, -0.09938, -2.76756], [-1.76611, -0.43433, -1.57949], [-0.54734, -1.78611, -1.95541]], "mulliken_charge": [-0.189, -0.385, 0.522, -1.059, -0.713, 0.220, -0.261, -0.100, 0.525, 0.438, 0.358, 0.344, 0.364, 0.251, 0.387, 0.299]}



Entry two
{"formula": "C5H8NOS", "method": "ωB97M-V/def2-TZVPD", "charge": 1, "symbols": ["C", "C", "C", "C", "C", "N", "O", "S", "H", "H", "H", "H", "H", "H", "H", "H"], "xyz": [[0.89669, 1.36280, -0.95473], [0.80590, 2.72434, -0.93598], [-0.14506, 1.79040, 1.15008], [0.34810, 0.86416, 0.21799], [0.24794, -0.47927, 0.68178], [0.95625, -1.37518, 0.06506], [-1.58382, -0.99434, -0.10042], [0.17317, 3.34278, 0.52167], [1.24510, 0.68987, -1.82826], [1.08041, 3.37743, -1.78905], [-0.52163, 1.68567, 2.12722], [-0.11737, -0.82359, 1.62161], [0.92502, -2.31222, 0.33464], [-2.16567, -0.55997, 0.52526], [1.31597, -1.23311, -0.84593], [-1.60647, -1.97952, -0.02992]], "mulliken_charge": [-0.898, -0.233, -0.639, 1.137, -0.043, -0.267, -0.602, -0.037, 0.190, 0.412, 0.434, 0.373, 0.274, 0.372, 0.160, 0.366]}



Entry three
{"formula": "C5H8NOS", "method": "ωB97M-V/def2-TZVPD", "charge": 1, "symbols": ["C", "C", "C", "C", "C", "N", "O", "S", "H", "H", "H", "H", "H", "H", "H", "H"], "xyz": [[1.84322, -0.86686, 0.00138], [1.36547, -0.45369, 1.25782], [1.79445, 0.17769, -0.85875], [0.99756, 0.84289, 1.09852], [-1.71927, 0.06995, -0.50773], [-2.23655, -1.13397, -0.47033], [1.20008, 1.27053, -0.22387], [-2.30980, 1.51825, 0.07386], [2.10870, -1.76807, -0.40448], [1.23394, -0.97628, 2.31314], [2.19268, 0.31332, -1.87017], [-0.80848, 0.27255, -1.11877], [-1.82819, -2.01620, -0.90054], [0.59736, 1.63798, 1.83643], [-3.14316, -1.14047, -0.12664], [-1.28801, 2.25238, -0.09989]], "mulliken_charge": [-0.340, -0.408, -0.352, -0.167, 0.292, -0.280, -0.315, -0.057, 0.523, 0.312, 0.390, 0.303, 0.308, 0.374, 0.220, 0.197]}



Order of stability, best first: entry two, entry three, entry one